Entry from the OMol25 dataset: a 3-piece molecular cluster, C26H38B2O16S overall (ωB97M-V/def2-TZVPD).

Its net charge is 0. The calculation puts the gap between HOMO and LUMO at 7.5 eV. The SMILES is CCCCCCCC[C@]1(B(O)OCC)OS(=O)(=O)O[C@H]1B(O)OCC.O=C1C=C(O)C(=O)C=C1O.O=C1C=C(O)C(=O)C=C1O. The total energy is -2665.30876 Eh. The HOMO energy comes out at -9.29 eV. The largest force on an atom is 0.135 Eh/bohr.

Geometry (Å):
C (0.437, -2.235, -2.814)
C (1.783, -1.580, -3.131)
C (1.780, -0.121, -2.637)
C (3.067, 0.406, -1.984)
C (3.724, -0.577, -1.002)
C (2.701, -1.210, -0.043)
C (3.159, -2.554, 0.548)
C (2.059, -3.390, 1.215)
C (1.310, -2.776, 2.405)
B (2.103, -1.602, 3.159)
O (3.371, -1.891, 3.645)
O (1.495, -0.393, 3.307)
C (2.093, 0.625, 4.118)
C (3.085, 1.474, 3.318)
O (1.264, -3.857, 3.454)
S (-0.054, -3.800, 4.327)
O (-0.754, -5.047, 4.124)
O (0.236, -3.320, 5.651)
O (-0.748, -2.631, 3.521)
C (-0.208, -2.592, 2.180)
B (-0.768, -1.277, 1.457)
O (-0.581, -1.062, 0.101)
O (-1.505, -0.386, 2.168)
C (-1.527, 0.977, 1.724)
C (-1.566, 1.919, 2.913)
H (-0.401, -1.607, -3.132)
H (0.355, -2.331, -1.719)
H (0.329, -3.244, -3.224)
H (1.988, -1.612, -4.208)
H (2.559, -2.180, -2.639)
H (0.951, 0.017, -1.924)
H (1.529, 0.521, -3.493)
H (2.790, 1.310, -1.415)
H (3.794, 0.745, -2.736)
H (4.238, -1.378, -1.553)
H (4.508, -0.049, -0.441)
H (2.479, -0.507, 0.778)
H (1.750, -1.369, -0.573)
H (3.994, -2.396, 1.241)
H (3.559, -3.177, -0.267)
H (2.511, -4.324, 1.570)
H (1.314, -3.674, 0.453)
H (4.041, -1.255, 3.395)
H (1.266, 1.242, 4.478)
H (2.563, 0.155, 4.990)
H (2.869, 1.361, 2.247)
H (4.125, 1.162, 3.478)
H (2.997, 2.535, 3.570)
H (-0.560, -3.498, 1.653)
H (-0.474, -1.847, -0.439)
H (-0.637, 1.162, 1.114)
H (-2.415, 1.122, 1.093)
H (-1.446, 2.944, 2.555)
H (-0.771, 1.660, 3.618)
H (-2.517, 1.823, 3.447)
O (-0.712, 4.346, -4.818)
C (-0.674, 4.235, -3.607)
C (-1.012, 5.282, -2.668)
C (-0.915, 5.026, -1.356)
O (-1.195, 5.902, -0.404)
C (-0.459, 3.682, -0.826)
O (-0.392, 3.565, 0.386)
C (-0.139, 2.628, -1.760)
C (-0.240, 2.883, -3.073)
O (0.024, 2.003, -4.024)
H (-1.333, 6.238, -3.056)
H (-1.030, 5.446, 0.444)
H (0.165, 1.666, -1.370)
H (-0.129, 2.466, -4.871)
O (-2.164, -0.929, -1.327)
C (-3.315, -0.587, -1.534)
C (-4.019, -0.768, -2.780)
C (-5.289, -0.343, -2.865)
O (-6.040, -0.456, -3.946)
C (-6.004, 0.323, -1.704)
O (-7.151, 0.675, -1.914)
C (-5.297, 0.498, -0.457)
C (-4.027, 0.076, -0.370)
O (-3.278, 0.207, 0.712)
H (-3.505, -1.247, -3.601)
H (-6.905, -0.062, -3.716)
H (-5.813, 0.973, 0.366)
H (-2.390, -0.137, 0.497)